ORCA calculation (ωB97M-V with the def2-TZVPD basis set) on a structure of composition C50H38F12N2O2P2Pt at a distorted geometry.

The value obtained for the energy above the lowest of the compared OMol25 structures with the same formula, charge and spin is 15.40 kcal/mol. For the calculated total energy, the calculation gives -4188.20442 Eh. The value obtained for the LUMO energy (spin up / spin down) is -0.25 / -2.62 eV. Its frontier orbital gap (spin up / spin down) is 6.8322 / 4.5164 eV. The highest occupied orbital energy (spin up / spin down) comes out at -7.09 / -7.14 eV. Its spin multiplicity is 5. As for the largest force on an atom: 5.357 eV Å⁻¹.

XYZ file:
```
107
C50H38F12N2O2P2Pt | OMol25 | ωB97M-V with the def2-TZVPD basis set
Pt -2.75344 6.02204 20.62340
C -1.22309 8.81149 22.21922
P -2.47865 8.75979 20.87838
C -1.60306 9.93652 19.80793
C -1.51245 9.52999 18.48320
C -0.96180 10.36847 17.53043
C -0.39058 11.59534 17.89196
C -0.31629 11.87783 19.24147
C -0.92800 11.10244 20.20522
C -3.95708 9.62735 21.45632
C -4.04236 10.60592 22.42864
C -5.27930 11.00044 22.93903
C -6.47152 10.41946 22.51975
C -6.39666 9.46923 21.48430
C -5.16211 9.20846 20.89164
C -0.91149 7.42360 22.64770
C 0.13561 7.11053 23.56205
C -0.10689 5.78932 23.96147
C -1.27134 5.35085 23.23028
C -3.16928 4.30242 23.77208
P -4.00269 4.40535 22.11964
C -5.58516 4.99910 22.65910
C -6.32616 4.15013 23.44321
C -7.59257 4.52056 23.91333
C -8.06851 5.81442 23.65844
C -7.25186 6.70480 22.94058
C -6.04367 6.27588 22.44241
C -4.29339 2.78558 21.45676
C -4.80850 2.78646 20.11370
C -5.29965 1.57113 19.61869
C -5.06745 0.37256 20.31979
C -4.37077 0.36461 21.52649
C -3.97779 1.58114 22.12146
N -1.62843 6.28336 22.32739
H -1.58807 9.40507 23.09676
H -0.27742 9.30638 21.88641
H -1.91704 8.55868 18.21551
H -0.98701 10.09847 16.47670
H -0.16394 12.32290 17.10070
H 0.19830 12.81480 19.57791
H -0.86474 11.43457 21.25426
H -3.13338 11.14063 22.74059
H -5.20156 11.76060 23.70322
H -7.41349 10.77586 22.88335
H -7.27154 8.94413 21.11165
H -5.14558 8.68622 19.94036
H 0.87758 7.77681 23.99023
H 0.47925 5.30961 24.72876
H -1.88876 4.44493 23.52828
H -3.45269 5.15161 24.37117
H -5.92584 3.18065 23.69732
H -8.13272 3.76476 24.50472
H -9.04862 6.07136 24.00998
H -7.55557 7.73847 22.81355
H -5.47270 6.92257 21.76523
H -4.74235 3.73640 19.54303
H -5.82565 1.53179 18.67777
H -5.54956 -0.51297 19.93492
H -4.06321 -0.56391 22.00164
H -3.35037 1.60288 23.02792
C -1.29432 5.90589 13.67040
C -1.29921 5.88394 15.15819
C -0.14847 5.52887 15.82287
C -0.14179 5.40567 17.18657
C -1.34867 5.57482 17.95199
N -1.26564 5.51970 19.29626
C 0.07039 5.44595 19.82848
C 0.89221 6.63500 19.90919
C 2.17936 6.55154 20.40555
C 2.69824 5.35392 20.88429
C 4.02333 5.26625 21.57736
C 1.95524 4.19725 20.77140
C 0.63569 4.19439 20.28648
C -0.08646 2.94716 19.96894
O -1.41338 3.01499 19.92010
C 0.03891 2.05675 21.25517
F -0.94149 1.13123 21.38460
F 1.22021 1.45366 21.61515
F -3.41849 3.09504 24.47337
C 0.57332 2.25766 18.65498
F 0.49872 0.92221 18.85442
F -0.16608 2.49942 17.55855
F 1.89281 2.57261 18.35885
C -2.54787 5.87304 17.21139
C -2.49432 6.10238 15.82770
C -3.96988 5.84620 17.82919
O -4.05006 5.56990 19.15267
C -4.81681 7.14388 17.52138
F -4.28882 8.19177 18.20504
F -6.12592 6.99429 17.90351
F -4.88551 7.49062 16.22891
C -4.76306 4.62859 17.18588
F -5.96357 4.37226 17.80692
F -5.01810 4.80679 15.86357
F -4.02213 3.54009 17.27816
H -0.35868 5.41095 13.34062
H -2.23502 5.45393 13.25617
H -1.26242 6.91485 13.24593
H 0.75265 5.30884 15.26776
H 0.78755 5.11823 17.69390
H 0.53343 7.53784 19.47179
H 2.82556 7.38988 20.37223
H 3.99769 5.47173 22.65648
H 4.46498 4.27732 21.45676
H 4.74070 5.89470 21.02142
H 2.46495 3.27636 21.03698
H -3.39078 6.34046 15.24538
```

---

ORCA calculation (ωB97M-V with the def2-TZVPD basis set) on the molecule C2H2N2O2S at a distorted geometry.

The value obtained for the energy above the lowest of the compared OMol25 structures with the same formula, charge and spin is 54.00 kcal/mol. For the calculated total energy, the calculation gives -735.50121 Eh. The value obtained for the LUMO energy is 0.10 eV. As for the structure (SMILES): O=c1nc(S)o[nH]1. Its frontier orbital gap is 10.2724 eV. The highest occupied orbital energy comes out at -10.17 eV. As for the largest force on an atom: 5.665 eV Å⁻¹.

XYZ file:
```
9
C2H2N2O2S | OMol25 | ωB97M-V with the def2-TZVPD basis set
C -0.03488 -0.34959 0.45627
C -0.23483 1.13440 -1.08704
H 1.23783 0.20813 2.42309
H -1.26058 -0.38446 -2.30095
N -0.11299 0.93427 0.31598
N -0.48175 -0.24355 -1.54632
O -0.13071 2.02398 -1.82438
O -0.13820 -1.26293 -0.54501
S 0.49721 -0.96600 1.95188
```

---

ORCA calculation (ωB97M-V with the def2-TZVPD basis set) on a structure of composition C15H20ClCsO4 at a distorted geometry.

The value obtained for the energy above the lowest of the compared OMol25 structures with the same formula, charge and spin is 0.00 kcal/mol. For the calculated total energy, the calculation gives -1364.58188 Eh. The value obtained for the LUMO energy is 4.30 eV. Its charge is -2. Its frontier orbital gap is 4.6698 eV. The highest occupied orbital energy comes out at -0.37 eV. As for the largest force on an atom: 2.650 eV Å⁻¹.

XYZ file:
```
41
C15H20ClCsO4 | OMol25 | ωB97M-V with the def2-TZVPD basis set
Cs 1.39797 -0.71148 -0.25889
C 5.01743 -1.29702 0.53421
C 5.21279 -0.42425 -0.57327
C 5.07056 0.88611 -0.10293
C 4.77754 0.85726 1.26592
C 4.77254 -0.48521 1.65150
H 5.06285 -2.39344 0.56040
H 5.51752 -0.65982 -1.58376
H 5.29005 1.76123 -0.61673
H 4.69460 1.73080 1.91346
H 4.47207 -0.90294 2.58891
C -2.37370 1.02283 -1.28530
C -2.44902 -0.19950 -0.54194
C -1.93657 0.03447 0.79575
C -1.57048 1.39529 0.79523
C -1.77885 1.99397 -0.44730
C -1.54647 3.43939 -0.84618
C -1.09961 2.23736 1.94900
C -1.69626 -0.96576 1.86703
C -2.92831 -1.54064 -1.03332
C -2.85497 1.13317 -2.65350
H -0.52934 3.76673 -0.61122
H -2.12074 4.10669 -0.12098
H -1.90170 3.65301 -1.85261
H -0.03470 2.40731 1.90948
H -1.27086 1.79948 2.94234
H -1.59030 3.20814 1.88906
H -2.37685 -0.78728 2.69951
H -0.65898 -0.96373 2.35414
H -1.85565 -2.00801 1.58798
H -3.17034 -2.20537 -0.16143
H -2.12043 -2.13366 -1.61068
H -3.86185 -1.42065 -1.60557
H -2.37691 0.36579 -3.27273
H -2.66046 2.14668 -3.02298
H -3.96169 1.04481 -2.63890
O -0.61281 -5.33044 -0.87516
Cl -0.09246 -4.01451 -0.50824
O 1.22248 -4.09035 0.18246
O -1.05191 -3.37502 0.40507
O -0.02618 -3.08143 -1.66781
```

---

ORCA calculation (ωB97M-V with the def2-TZVPD basis set) on a structure of composition C43H50F2N6S2SiTi.

The value obtained for the energy above the lowest of the compared OMol25 structures with the same formula, charge and spin is 27.13 kcal/mol. For the calculated total energy, the calculation gives -4132.14342 Eh. The value obtained for the LUMO energy (spin up / spin down) is 4.47 / 4.47 eV. Its charge is -2. Its frontier orbital gap (spin up / spin down) is 5.4110 / 6.3912 eV. The highest occupied orbital energy (spin up / spin down) comes out at -0.94 / -1.92 eV. Its spin multiplicity is 3. As for the largest force on an atom: 0.503 eV Å⁻¹.

XYZ file:
```
105
C43H50F2N6S2SiTi | OMol25 | ωB97M-V with the def2-TZVPD basis set
Ti 0.32188 0.22243 0.24364
C -2.71780 -1.88687 -5.52643
S -2.23398 -0.48668 -4.50464
C -1.08093 -1.19975 -3.31488
S -1.14574 -2.85426 -2.90385
N -0.32610 -0.24436 -2.87993
N 0.48700 -0.56190 -1.77227
C 1.63653 -1.09426 -2.11895
C 2.54180 -1.45022 -1.10268
C 3.67994 -2.24901 -1.34347
C 4.38229 -2.75243 -0.28695
C 3.91718 -2.47486 1.01603
C 2.83229 -1.65653 1.17690
N 2.17513 -1.06262 0.15689
H -3.57239 -1.56256 -6.12343
H -3.00400 -2.72426 -4.89465
H -1.91393 -2.20012 -6.19282
H 1.83564 -1.32125 -3.16086
H 3.94431 -2.47727 -2.36807
H 5.24901 -3.38201 -0.44559
H 4.38464 -2.90757 1.88994
H 2.44865 -1.44523 2.16226
F -0.35943 4.15127 -3.47419
C -1.00619 3.31651 -2.61667
C -0.27635 2.48440 -1.79977
C -0.91602 1.60449 -0.92663
C -2.32030 1.57462 -0.94715
C -3.00808 2.43318 -1.79660
F -4.36962 2.39579 -1.86619
C -2.38684 3.33008 -2.63688
C -2.98747 0.52177 -0.16324
C -4.29500 0.60508 0.31873
C -4.81653 -0.45891 1.02671
C -4.03626 -1.58605 1.22432
C -2.73670 -1.57329 0.74619
N -2.21321 -0.54298 0.08923
H 0.80183 2.47394 -1.90478
H -2.95202 3.95917 -3.30800
H -4.87209 1.49978 0.14819
H -5.82467 -0.40823 1.42222
H -4.40607 -2.45333 1.75438
H -2.08513 -2.42121 0.89964
C 0.79211 -5.45078 1.27552
C 0.77290 -4.89437 2.54787
C 0.50038 -3.54900 2.73822
C 0.25129 -2.72197 1.63347
C 0.24542 -3.29341 0.35434
C 0.51507 -4.63779 0.18138
N -0.00325 -1.34808 1.74897
N -0.28407 -0.98511 2.99929
C -0.68396 0.32316 3.05877
C -1.13356 0.79672 4.30846
C -1.71218 2.04156 4.40426
C -1.85812 2.81631 3.25106
C -1.35510 2.35776 2.04002
C -0.69679 1.13081 1.89592
H 1.00739 -6.50462 1.14010
H 0.97598 -5.51784 3.41295
H 0.48621 -3.11696 3.72771
H -0.00196 -2.69126 -0.51312
H 0.49139 -5.03843 -0.82544
H -1.05106 0.13899 5.16644
H -2.07575 2.40417 5.36010
H -2.34769 3.78347 3.30252
H -1.47679 2.98490 1.16558
C 3.58640 1.96646 -1.83202
C 4.02527 2.25304 -0.39090
C 5.06304 3.38721 -0.43025
C 4.80521 1.02266 0.09603
Si 2.38191 2.52030 0.70149
C 2.91519 2.45279 2.61427
C 2.97939 0.99431 3.06953
C 4.26602 3.08019 2.99059
C 1.83567 3.10918 3.48973
C 1.93151 4.45587 0.39960
C 2.00231 4.88840 -1.07440
C 0.50124 4.77607 0.86827
C 2.87335 5.42559 1.14022
H 4.46413 1.71408 -2.44423
H 3.09296 2.82067 -2.29888
H 2.89497 1.12235 -1.88355
H 5.93764 3.04517 -1.00334
H 5.41636 3.65981 0.56580
H 4.70089 4.29202 -0.91691
H 5.53956 0.73109 -0.66766
H 4.17019 0.16398 0.27854
H 5.35817 1.23029 1.01451
H 3.72132 0.41890 2.51668
H 2.00713 0.50597 2.97071
H 3.25406 0.95296 4.13311
H 5.10395 2.58796 2.49364
H 4.42236 2.96267 4.07311
H 4.33131 4.14471 2.76955
H 0.85389 2.67462 3.31140
H 1.75616 4.18765 3.35058
H 2.08204 2.93291 4.54648
H 1.34167 4.31826 -1.71762
H 3.00699 4.84075 -1.49174
H 1.68161 5.93770 -1.14315
H -0.22142 4.59414 0.06729
H 0.42560 5.83570 1.14669
H 0.18238 4.19138 1.72510
H 3.92503 5.27988 0.89484
H 2.76940 5.36413 2.22304
H 2.60773 6.45365 0.85481
```

---

- Among the records above, which one has the lowest energy above the lowest of the compared OMol25 structures with the same formula, charge and spin?
  C15H20ClCsO4

---

- Number 2 is which compound?
  C2H2N2O2S

---

Please write out number 2 again, unchanged.
ORCA calculation (ωB97M-V with the def2-TZVPD basis set) on the molecule C2H2N2O2S at a distorted geometry.

The value obtained for the energy above the lowest of the compared OMol25 structures with the same formula, charge and spin is 54.00 kcal/mol. For the calculated total energy, the calculation gives -735.50121 Eh. The value obtained for the LUMO energy is 0.10 eV. As for the structure (SMILES): O=c1nc(S)o[nH]1. Its frontier orbital gap is 10.2724 eV. The highest occupied orbital energy comes out at -10.17 eV. As for the largest force on an atom: 5.665 eV Å⁻¹.

XYZ file:
```
9
C2H2N2O2S | OMol25 | ωB97M-V with the def2-TZVPD basis set
C -0.03488 -0.34959 0.45627
C -0.23483 1.13440 -1.08704
H 1.23783 0.20813 2.42309
H -1.26058 -0.38446 -2.30095
N -0.11299 0.93427 0.31598
N -0.48175 -0.24355 -1.54632
O -0.13071 2.02398 -1.82438
O -0.13820 -1.26293 -0.54501
S 0.49721 -0.96600 1.95188
```